[1]
17
Properties=species:S:1:pos:R:3 method="wB97M-V/def2-TZVPD" homo_energy_ev=-9.41 orbital_gap_ev=10.47 spin_multiplicity=1 e_tot_ha=-309.7940
C 1.86483 0.41133 -0.62003
C 0.55958 0.10206 0.08817
C 0.18687 -1.33761 0.47313
C -1.23233 -1.11024 -0.11565
C -0.85665 0.33981 -0.49857
C -1.00174 1.35374 0.62241
O 0.24655 0.94183 1.22396
H 2.72163 0.18648 0.02551
H 1.98771 -0.18417 -1.53869
H 1.91294 1.46751 -0.90587
H 0.76794 -2.15378 0.02832
H 0.22096 -1.40957 1.56132
H -2.05894 -1.20374 0.59617
H -1.44935 -1.74091 -0.98281
H -1.05639 0.68608 -1.51309
H -1.88594 1.25743 1.27474
H -0.92766 2.39374 0.28101

---

[2]
14
Properties=species:S:1:pos:R:3 method="wB97M-V/def2-TZVPD" homo_energy_ev=-9.69 orbital_gap_ev=10.75 spin_multiplicity=1 e_tot_ha=-357.9030
C -1.28612 0.72502 -1.39929
N -1.16188 -0.31720 -0.37405
C 0.09639 -0.30466 0.22360
O 1.29196 -0.38393 -0.59221
N 0.72605 0.82447 1.00131
C 1.66026 -0.29907 0.81116
N 0.62228 -1.29266 1.21162
H -0.69489 0.43598 -2.27132
H -0.93468 1.70483 -1.04816
H -2.33208 0.80156 -1.70672
H -1.85590 -0.19165 0.35719
H 0.36281 0.78101 1.95853
H 2.70769 -0.30688 1.10634
H 0.79810 -2.17681 0.72201

---

[3]
20
Properties=species:S:1:pos:R:3 method="wB97M-V/def2-TZVPD" homo_energy_ev=-12.51 orbital_gap_ev=8.60 spin_multiplicity=1 charge=+1 e_tot_ha=-667.5605
N 1.21517 1.01172 -1.01086
C 0.42785 0.62457 0.25124
C -1.06336 0.80648 -0.20159
C -2.24350 0.34294 0.68331
S -3.42422 -0.67030 -0.27770
C 0.76603 -0.86826 0.41702
N 2.20992 -1.07529 0.26266
H 1.85292 0.17888 -1.07946
H 0.59245 1.26093 -1.77829
H 1.96738 1.72121 -1.06655
H 0.70632 1.23137 1.10727
H -1.19449 1.80880 -0.60960
H -1.11712 0.03461 -0.99589
H -1.86111 -0.27708 1.49040
H -2.77351 1.23517 1.01103
H -1.88822 -1.75494 -0.20138
H 0.29222 -1.39251 -0.42045
H 0.44100 -1.15516 1.41248
H 2.38770 -1.98508 -0.14403
H 2.70656 -1.07806 1.15042

---

[4]
13
Properties=species:S:1:pos:R:3 method="wB97M-V/def2-TZVPD" homo_energy_ev=-8.34 orbital_gap_ev=6.22 spin_multiplicity=1 e_tot_ha=-1126.6314
C 0.05152 -0.15388 0.17525
C 0.31568 1.44054 0.46396
C 1.35260 -0.66888 -0.46437
C -1.05777 -0.60086 -0.77483
H -1.98281 -1.07484 1.26304
H 1.14043 1.59185 1.33904
H -0.62775 1.79354 0.92834
H 1.96443 0.16155 -1.07861
H -0.91511 -0.55325 -2.18716
O 0.08350 -0.58742 1.56374
F 0.44582 1.98382 -0.78858
S 1.79589 -2.10758 -0.23045
S -2.56642 -1.22459 -0.20937

---

[5]
19
Properties=species:S:1:pos:R:3 method="wB97M-V/def2-TZVPD" homo_energy_ev=-8.23 orbital_gap_ev=4.09 spin_multiplicity=1 e_tot_ha=-1031.0375
C 0.25766 -2.19610 0.27555
C 0.82569 -1.35233 1.41965
S -0.44035 -0.62777 2.35884
S 1.35676 -0.08785 -1.73979
C 0.58868 1.41501 -1.18253
C -0.50607 1.91824 -2.08797
H 0.97382 -2.51173 -0.50109
H -0.33667 -1.55561 -0.37794
H -0.30163 -3.00457 0.74329
H 1.37300 -0.52668 0.88147
H 1.53819 -1.86138 2.06811
H 0.31584 1.19994 -0.13429
H 1.43302 2.11098 -1.05693
H -0.04860 2.42252 -2.94101
H -1.19910 2.61827 -1.63419
H -1.06141 1.05488 -2.45851
H -3.06341 1.47023 1.16749
H -1.85336 0.65708 1.17035
O -2.23966 1.39840 0.66876

---

[6]
25
Properties=species:S:1:pos:R:3 method="wB97M-V/def2-TZVPD" homo_energy_ev=-7.53 orbital_gap_ev=9.46 spin_multiplicity=1 charge=-1 e_tot_ha=-1870.8616
O 3.45276 -0.53761 0.22841
S 2.32900 -1.33567 -0.18310
O 1.68607 -2.02975 0.88786
C 1.03128 -0.27136 -0.94175
N 0.23357 0.31875 0.11547
C 0.87387 1.43305 0.83588
C 1.30615 2.64581 -0.03596
O 2.73916 2.55890 -0.23112
S -1.30160 0.68973 -0.39131
O -1.32867 1.41835 -1.61846
O -2.04282 1.27256 0.65235
F -1.91240 -0.71050 -0.65002
H 2.70280 -2.23088 -1.15494
H 1.43898 0.43592 -1.68031
H 0.37705 -0.96625 -1.49931
H 0.16820 1.80242 1.59510
H 1.76272 1.10957 1.39439
H 0.80550 2.65314 -1.01689
H 1.15712 3.60296 0.48232
H 2.90923 2.32468 -1.15194
B -3.67830 -2.83613 0.87431
F -3.09351 -1.77533 1.60270
F -4.60698 -2.31460 -0.05733
F -2.66627 -3.54636 0.18043
F -4.34292 -3.71140 1.76322